29
Properties=species:S:1:pos:R:3:forces:R:3:mulliken_charge:R:1 method="wB97M-V/def2-TZVPD" charge=+1 largest_force_ev_per_a=3.16 e_homo_ha=-0.4882 relative_energy_kcal_mol=34.9 lumo_ev=-6.06 orbital_gap_ev=7.227 e_tot_ha=-633.4070
O -0.865870 2.746115 1.786457 0.6 -0.9 0.5 -0.380
N 0.177763 1.751589 2.009430 -0.9 1.0 -0.3 -0.519
C 1.656882 -1.402313 -0.217267 0.3 -0.2 0.0 -0.181
C -2.861801 -1.869849 -0.486686 0.6 0.0 -0.1 -0.861
C -2.373022 0.862202 -0.299264 0.0 0.2 -0.1 -0.248
C 2.458633 0.876127 -0.426514 0.0 -0.1 0.0 -0.359
C -1.544918 -1.409283 -0.491003 -0.4 -0.3 0.2 -0.234
C -1.265885 -0.029872 -0.351128 0.1 0.5 0.5 0.914
C -3.680402 0.403614 -0.362503 -0.1 -0.1 0.0 -0.746
C -3.937049 -0.975115 -0.427938 0.4 0.5 0.0 -0.319
C 3.769443 0.416845 -0.473712 0.0 0.1 0.0 -0.725
C 2.969549 -1.859619 -0.347891 -0.4 0.0 0.1 -0.825
C 4.038339 -0.960332 -0.441829 -0.5 0.3 -0.2 -0.345
C 1.359555 -0.020539 -0.303224 0.1 0.3 0.6 0.923
C 0.042804 0.584467 -0.204823 0.0 -1.1 -3.0 -0.767
H -1.313762 2.768434 2.646993 0.1 0.1 -0.2 0.347
H 0.868839 -2.126923 -0.025133 0.5 0.2 -0.1 0.336
H 4.586024 1.139457 -0.539643 -0.3 -0.3 0.0 0.391
H -2.173484 1.932386 -0.204968 -0.1 -0.4 0.0 0.329
H 2.252381 1.949163 -0.475202 0.2 -0.3 0.0 0.396
H 0.956852 2.181115 1.512147 0.1 -0.2 0.3 0.368
H -0.131829 0.942201 1.434510 0.2 0.2 1.0 0.537
H 0.034894 1.646472 -0.471334 0.0 -0.2 0.5 0.693
H -0.737510 -2.122966 -0.614794 -0.4 0.1 0.0 0.279
H -4.962678 -1.344809 -0.462786 0.3 0.1 0.1 0.404
H -3.041966 -2.943922 -0.541828 0.0 0.3 -0.1 0.403
H -4.500000 1.125293 -0.352613 0.3 -0.3 0.0 0.395
H 3.154361 -2.934686 -0.358812 0.0 0.3 0.1 0.395
H 5.063859 -1.325252 -0.508631 -0.3 0.1 0.1 0.402



29
Properties=species:S:1:pos:R:3:forces:R:3:mulliken_charge:R:1 method="wB97M-V/def2-TZVPD" largest_force_ev_per_a=5.64 e_homo_ha=-0.3180 relative_energy_kcal_mol=75.2 lumo_ev=0.35 orbital_gap_ev=9.001 e_tot_ha=-977.0362
S -3.401155 0.377483 0.062511 -0.8 -1.1 -0.8 0.496
O -4.228991 -0.842858 -0.195886 0.2 0.3 -0.3 -0.633
C -1.560089 -0.046311 -1.980590 1.0 1.0 -1.3 -1.296
C 3.873975 -0.899517 -0.311379 2.3 -1.8 1.4 -0.390
C 2.634844 -1.494687 0.042106 0.4 0.2 -1.8 -0.850
C -3.236749 0.353475 1.817579 2.0 3.0 1.9 -0.851
C 0.471765 1.553322 0.388664 0.7 2.6 0.2 -0.640
C 1.449265 -0.720095 0.007425 1.2 -1.4 1.2 1.154
C -1.048444 -1.206310 0.165461 -0.8 -0.7 1.6 -1.235
C 0.249876 -1.497215 0.327340 -0.8 -0.9 0.6 -0.667
C 1.587663 0.691699 -0.001681 -3.0 -1.8 -0.1 0.883
C -1.666798 -0.020806 -0.428681 2.1 3.6 -0.8 0.942
C 3.947597 0.452479 -0.498148 -2.9 0.4 -0.4 -0.610
C -0.819473 1.509182 0.144908 -1.8 -5.3 -0.8 -0.847
C 2.755532 1.209178 -0.370232 3.5 2.6 0.8 -0.363
H 2.565775 -2.604023 0.073553 0.0 1.0 0.3 0.299
H 4.917971 -1.480233 -0.208244 -2.7 1.0 -0.6 0.218
H 4.744454 1.029281 -0.834133 1.9 0.3 -0.2 0.448
H -0.764756 -0.712320 -2.376347 0.2 0.6 0.9 0.341
H -4.108263 0.097821 2.400208 -0.5 -0.4 -0.6 0.420
H 0.434241 -2.505388 0.807440 0.0 1.3 -0.6 0.248
H -1.386940 0.967682 -2.432561 0.1 -0.7 0.8 0.335
H -1.803466 -1.875933 0.643274 0.7 0.1 -0.7 0.553
H -1.629324 2.024004 0.569120 -0.2 1.7 0.4 0.531
H -2.386875 -0.297905 2.042970 -0.3 0.1 0.4 0.308
H 0.816494 2.532480 0.855354 -0.3 -1.2 -0.5 0.268
H 2.912519 2.334010 -0.268987 -0.4 -1.5 -0.6 0.242
H -2.330283 -0.396863 -2.641054 -1.5 -0.5 0.7 0.430
H -2.990356 1.468365 2.200023 -0.2 -2.5 -0.9 0.267



35
Properties=species:S:1:pos:R:3:forces:R:3:mulliken_charge:R:1 method="wB97M-V/def2-TZVPD" smiles="O=C(COC(=O)c1cncc(Br)c1)NC[C@@H]1CCCO1" largest_force_ev_per_a=15.91 e_homo_ha=-0.3241 relative_energy_kcal_mol=276.9 lumo_ev=-0.68 orbital_gap_ev=8.139 e_tot_ha=-3488.4161
Br -3.231053 4.390497 -3.174104 -1.3 1.9 -4.1 -0.016
O 1.360028 -3.389154 -1.538423 -1.3 0.2 2.5 -0.509
O 1.159465 2.126264 -0.953964 -5.3 -0.3 6.7 -0.746
O 0.320175 1.864556 1.407979 0.7 -0.9 5.1 -0.150
O 1.845629 -0.766275 2.530330 0.3 4.1 -4.7 -0.675
N -3.443593 3.261629 0.755773 3.3 -2.4 3.4 -0.514
N 2.040676 -0.186098 0.166426 0.2 -1.4 8.9 0.258
C -0.228191 -2.325412 0.047191 3.9 -2.4 3.6 -0.460
C 0.780243 -4.405568 -0.676017 0.8 9.4 5.1 -0.853
C -1.445440 3.325159 -1.210434 -4.3 3.6 -14.9 0.072
C -2.172399 2.742612 0.804396 -1.9 0.1 6.6 -0.157
C -0.643219 -3.901950 -0.202577 6.6 4.2 5.9 -0.772
C -1.227057 2.805464 -0.118358 3.7 -5.3 8.4 -0.181
C 1.614879 1.446399 1.897968 2.7 6.2 -0.9 -0.624
C 0.082247 2.126798 0.265914 4.0 3.2 -12.1 0.521
C -2.842137 3.626561 -1.707684 3.8 -2.4 11.2 -0.046
C 1.853051 0.151648 1.549907 1.1 -10.7 0.1 0.575
C 1.047224 -2.133304 -0.769919 2.2 -1.9 -0.1 -0.298
C 2.460788 -1.450268 -0.142361 -3.9 -6.9 -0.2 -0.807
C -3.726894 3.604291 -0.386127 -3.0 3.4 -10.0 0.018
H -1.840078 2.458018 1.875523 -0.9 0.1 -1.9 0.368
H 3.085407 -1.620666 -1.032375 0.5 0.5 1.0 0.349
H 0.515256 -5.164139 -1.086140 -1.7 -9.5 -5.7 0.799
H 0.755635 -1.488387 -1.487944 -0.4 2.3 -2.8 0.552
H 0.135345 -2.179490 1.239148 -1.3 -0.4 -3.0 0.115
H 1.372024 -4.569103 0.221278 0.4 -0.1 -0.1 0.227
H -1.280631 -3.916141 -0.929373 -4.4 -0.8 -3.7 0.526
H -0.853461 -1.541309 -0.184152 -2.0 1.3 -0.4 0.413
H -0.795801 -4.041448 0.901979 -0.9 -1.4 -1.6 0.346
H -4.755655 4.036606 -0.662320 1.2 -0.7 0.9 0.271
H 2.555636 2.112807 1.289512 -3.1 -1.4 1.9 0.318
H 2.500134 -2.270480 0.784392 1.1 2.9 -2.1 0.308
H -0.723411 3.207536 -2.063877 -0.2 0.6 1.2 0.359
H 1.667465 1.521556 2.987861 -0.4 0.5 -0.5 0.271
H 2.057713 0.540792 -0.399427 0.0 4.3 -3.8 0.141



53
Properties=species:S:1:pos:R:3:forces:R:3:mulliken_charge:R:1 method="wB97M-V/def2-TZVPD" largest_force_ev_per_a=3.80 e_homo_ha=-0.3782 lumo_ev=-0.10 orbital_gap_ev=10.190 e_tot_ha=-9616.6708
Cl -1.308982 0.343825 -8.032865 -0.1 -0.1 0.1 -0.130
Cl 7.164198 0.105030 4.458667 -0.1 -0.1 0.0 -0.130
Cl 3.196146 -4.154282 4.012360 0.0 0.1 0.1 -0.120
Cl -3.815423 5.437297 -2.814434 0.0 0.0 0.0 -0.170
Cl -1.975586 8.102180 0.667076 0.0 -0.1 -0.1 -0.127
Cl 0.249180 6.472831 -0.256997 -0.1 0.0 0.0 -0.125
Cl -1.991697 4.692594 -4.952601 -0.1 -0.1 0.1 -0.127
Cl 0.976067 -3.011282 5.501742 0.1 0.0 0.0 -0.118
Cl 6.243583 -2.424700 5.560100 -0.1 0.1 0.0 -0.140
Cl -3.797180 -6.237221 5.114913 0.1 0.0 0.0 -0.129
Cl -2.292435 -4.521268 3.303105 -1.7 -2.6 1.4 -0.142
Cl -0.851211 8.542212 -1.978074 -0.1 -0.1 0.1 -0.122
Cl -1.217987 -1.116258 -5.518868 -0.4 -0.5 -0.3 -0.112
Cl -3.170741 0.986364 -5.894344 0.2 -0.3 -0.2 -0.016
Cl -1.560576 -7.323588 3.606957 0.0 0.1 0.1 -0.123
Cl -4.595818 3.415957 -4.755639 -0.1 0.3 0.2 -0.164
Cl 2.495077 -1.354990 3.653953 0.1 -0.3 0.3 -0.056
Cl 6.656890 -2.148560 2.694829 -0.1 0.1 0.1 -0.112
S 1.310391 1.283944 0.698089 2.1 1.6 0.9 0.684
O 1.244414 0.444200 -0.782259 1.2 -0.8 0.7 -0.285
O -1.182804 1.596428 -2.908116 1.6 -1.3 0.6 -0.550
O 2.740174 1.624111 0.846275 -2.4 -1.2 -0.4 -0.538
O -1.957630 -0.526797 -0.438198 1.9 0.0 -1.0 -0.478
O 1.012824 0.228873 1.967665 -0.5 0.6 -1.3 -0.286
N -0.072631 0.554360 -1.195506 -0.7 -0.8 -1.1 0.656
C -0.879622 -1.174578 2.634684 0.5 0.1 -0.4 -0.331
C -0.832920 -0.675242 -0.890471 -2.5 -1.2 1.1 0.410
C -0.367300 0.302300 2.413841 -1.7 -1.7 1.0 -0.464
C 6.161011 -1.322749 4.176339 0.1 0.1 -0.1 0.487
C 2.570225 -2.700847 4.800170 0.1 0.0 -0.1 0.027
C -2.262907 -0.300043 -6.690809 -0.2 0.2 0.0 -0.107
C -3.248706 4.119371 -3.850512 0.2 -0.1 0.0 0.519
C -1.216750 7.338757 -0.735971 0.0 0.0 0.0 0.478
C 0.879915 0.642958 -3.724253 -0.2 -0.2 0.1 -0.573
C -2.205960 -5.894546 4.423545 -0.4 -0.4 -0.1 0.155
C -1.115660 -2.376744 2.720139 2.4 1.4 -1.2 -0.126
C -0.180494 0.960207 -2.604449 -1.2 1.3 -1.4 0.171
C -0.292972 -2.146881 -1.065895 1.0 0.7 0.0 -0.750
H -1.531307 -5.629742 5.233383 -0.1 0.0 -0.2 0.199
H 0.796475 -2.104095 -1.357435 -1.2 -0.3 0.1 0.270
H -2.967420 -1.025175 -7.088990 0.2 0.1 0.1 0.371
H -0.440980 0.849482 3.409239 0.4 -0.6 -1.3 0.348
H -1.035664 0.806686 1.657861 0.7 -0.5 0.7 0.420
H 5.130684 -0.998505 4.057854 0.2 0.0 0.0 -0.117
H 1.599216 -0.189710 -3.474722 -0.6 1.2 0.0 0.268
H -2.821349 3.345152 -3.217267 0.0 0.1 -0.1 -0.068
H 0.293702 0.292605 -4.638285 0.8 0.9 1.5 0.051
H -0.361658 -2.686732 -0.077409 -0.1 0.8 -1.0 0.075
H -1.916111 6.620134 -1.153178 0.1 0.1 0.0 -0.086
H -0.967002 -3.530891 2.698845 0.4 3.8 -0.3 0.424
H 3.249675 -2.428648 5.603952 -0.1 -0.1 -0.1 0.301
H 1.390844 1.615661 -4.005638 -0.4 -1.3 0.5 0.292
H -0.925205 -2.719443 -1.812398 0.8 1.0 0.8 0.317



39
Properties=species:S:1:pos:R:3:forces:R:3:mulliken_charge:R:1 method="wB97M-V/def2-TZVPD" charge=+3 spin_multiplicity=4 largest_force_ev_per_a=3.16 e_homo_ha="-0.7082 / -0.6803" relative_energy_kcal_mol=51.3 lumo_ev="-10.92 / -14.72" orbital_gap_ev="8.351 / 3.786" e_tot_ha=-1553.5337
Tc 0.175832 0.563603 -2.168891 0.1 1.3 -1.7 0.682
P -0.076465 -0.485346 1.069342 0.0 1.1 0.1 -0.140
F -0.814503 2.299720 -3.858196 -0.2 0.3 -0.5 -0.201
F 1.360529 2.390110 -3.647730 0.3 0.4 -0.5 -0.202
F 0.086860 3.611476 -2.351437 0.0 0.4 0.1 -0.188
N 2.347922 0.985976 1.209374 0.5 0.2 0.1 0.163
N 0.051829 -3.121643 0.003255 0.1 -2.0 -0.9 0.146
N -2.540589 0.899971 0.804107 -0.6 0.2 0.0 0.160
N 0.151860 -1.552859 -1.547465 0.0 -1.2 -0.4 0.222
N -1.351439 0.995635 -1.027600 -0.9 -0.1 1.1 0.382
N 1.474638 1.048600 -0.792979 0.6 -0.1 1.1 0.363
C -0.041158 -3.807475 1.300216 0.0 -0.2 0.2 -0.671
C 2.635629 1.795454 -0.823252 -0.6 -0.2 -0.2 -0.639
C 0.192932 2.469898 -2.965140 0.1 -1.5 0.6 0.605
C 1.321414 0.560752 0.474009 -0.1 -0.2 -0.6 -0.157
C 0.219466 -2.764741 -2.161321 0.0 2.7 -0.9 -0.752
C 0.157685 -3.748238 -1.198276 -0.2 -1.2 2.9 0.123
C 0.048525 -1.791803 -0.220757 0.1 1.0 -0.9 -0.040
C -3.001943 0.618173 2.174473 0.0 0.0 0.0 -0.727
C -3.251914 1.634519 -0.112093 -0.1 -0.2 0.5 -0.350
C 3.173483 1.751026 0.422357 0.0 -0.2 0.4 -0.350
C 2.587875 0.713310 2.637181 0.0 0.0 0.0 -0.725
C -1.392394 0.512491 0.249368 0.3 -0.2 -0.6 -0.160
C -2.517849 1.699270 -1.252420 0.7 -0.2 -0.1 -0.642
H -0.982897 -3.553185 1.781513 0.0 0.0 0.0 0.340
H -3.099253 -0.456392 2.310116 0.0 0.0 0.1 0.324
H 2.700159 -0.357848 2.787320 0.0 0.0 0.1 0.325
H 0.306911 -2.873070 -3.230367 0.0 -0.1 -0.1 0.502
H -0.010238 -4.877528 1.117241 0.0 0.0 0.0 0.322
H -3.973522 1.086914 2.299239 0.0 0.0 0.1 0.323
H 4.069965 2.201855 0.816265 0.0 0.0 0.0 0.464
H 0.804252 -3.525940 1.924069 0.0 0.0 0.0 0.340
H -2.731366 2.185383 -2.190224 0.0 0.0 0.0 0.585
H -2.299639 1.043814 2.887406 0.0 0.0 0.0 0.350
H -4.216728 2.052188 0.126096 0.0 0.0 0.0 0.466
H 2.982274 2.294133 -1.713685 0.0 0.0 0.0 0.586
H 3.508229 1.215637 2.919699 0.0 0.0 0.1 0.323
H 1.763055 1.109735 3.224708 0.0 0.0 0.0 0.350
H 0.180572 -4.823574 -1.275522 0.0 -0.1 -0.1 0.500



39
Properties=species:S:1:pos:R:3:forces:R:3:mulliken_charge:R:1 method="wB97M-V/def2-TZVPD" spin_multiplicity=2 largest_force_ev_per_a=1.67 e_homo_ha="-0.3262 / -0.3305" relative_energy_kcal_mol=37.0 lumo_ev="-0.32 / -2.28" orbital_gap_ev="8.560 / 6.711" e_tot_ha=-2163.8678
Ti -0.272610 -0.635827 -0.572377 1.1 0.6 -0.2 -0.111
F -0.439602 -2.061069 -4.018316 0.0 0.0 -0.1 -0.305
F 2.475126 1.238686 -5.612999 0.1 0.1 0.0 -0.305
F 2.458535 2.496753 -3.255880 0.1 0.1 0.0 -0.298
F 1.015153 -1.797589 -0.442474 0.9 -0.6 0.4 -0.493
O -0.731451 0.113297 1.274398 0.1 0.0 0.0 -0.491
O -1.738532 0.894924 -0.502590 -0.3 0.2 0.1 -0.359
O -1.598776 -1.768646 -0.605079 -1.3 -1.0 -0.1 -0.368
O -3.311222 -3.029074 0.084177 0.2 0.3 -0.2 -0.556
N 0.921383 1.168566 -1.047909 0.6 0.1 0.0 0.437
N 2.364983 0.449683 1.205201 -0.1 -0.2 -0.1 0.557
C -2.162987 -2.699224 0.179387 -0.4 -0.9 0.8 0.617
C 0.983432 0.822058 -2.336356 -0.1 0.0 -0.2 0.907
C 2.328764 0.045610 2.600054 0.0 0.1 -0.2 -1.193
C 0.173989 -0.330536 -2.568534 0.3 0.4 -0.5 -0.221
C 0.251192 -0.931389 -3.794480 -0.3 0.0 0.2 0.715
C 1.748076 1.372853 -3.398913 0.0 0.1 0.0 0.001
C -1.206476 -3.281360 1.203532 -0.2 0.1 -0.3 -0.771
C -1.650088 0.808889 0.735841 -0.6 0.8 0.4 0.196
C 3.602939 0.023240 0.577979 -0.2 0.0 0.0 -1.097
C 1.020422 -0.430667 -4.837282 -0.1 0.0 0.1 -0.781
C 1.766740 2.185639 -0.451985 0.0 0.0 0.3 -1.168
C 2.083001 1.859700 1.023748 -0.2 -0.3 -0.3 -0.849
C 1.748085 0.734410 -4.614652 0.0 -0.1 0.1 0.566
H 2.687769 2.317043 -1.016401 0.0 -0.1 -0.1 0.570
H 2.400147 -1.041686 2.653408 0.0 0.0 0.0 0.333
H -0.822471 -2.478087 1.833146 0.1 0.0 0.0 0.174
H -2.366445 1.332127 1.384088 0.1 0.0 0.0 0.444
H 1.232085 3.139502 -0.494130 0.0 0.1 0.0 0.373
H 4.481352 0.506892 1.032018 0.1 0.0 0.0 0.347
H 3.696340 -1.055885 0.689257 0.1 0.0 0.0 0.316
H 2.922655 2.484466 1.363283 0.0 0.2 -0.1 0.365
H 3.593682 0.246197 -0.489489 0.0 0.0 0.0 0.253
H 3.159366 0.476901 3.180664 0.0 0.0 0.0 0.366
H 1.062698 -0.922939 -5.798636 0.0 0.0 0.0 0.493
H -1.720211 -4.020520 1.809426 0.0 0.0 0.0 0.307
H -0.369030 -3.739379 0.677528 0.1 0.0 0.1 0.270
H 1.216081 2.097719 1.640144 0.0 0.0 0.0 0.432
H 1.385207 0.352924 3.047802 0.0 0.0 0.0 0.326



35
Properties=species:S:1:pos:R:3:forces:R:3:mulliken_charge:R:1 method="wB97M-V/def2-TZVPD" smiles="O=C1C(F)=C(F)C(=O)C(F)=C1F.CC(C)[C@@H]1CCCN1" largest_force_ev_per_a=4.64 e_homo_ha=-0.3334 relative_energy_kcal_mol=23.6 lumo_ev=-2.06 orbital_gap_ev=7.015 e_tot_ha=-1108.9359
F 0.622514 -3.548866 1.940152 0.6 0.8 -0.4 -0.280
F 3.928139 0.660277 0.788460 -0.8 -0.5 -0.1 -0.370
F 3.059660 -3.973420 0.701513 -0.8 1.2 0.0 -0.267
F 1.726925 0.955197 2.402778 -0.4 -0.6 -1.9 -0.330
O 4.469514 -1.817716 -0.225428 -2.2 0.1 1.7 -0.572
O -0.046652 -0.997452 2.661710 2.1 -0.8 -1.5 -0.593
N 0.180189 0.823567 0.360819 -1.2 1.4 -0.3 -0.258
C 3.431293 -1.634290 0.439536 2.0 0.6 -2.0 0.195
C -1.978869 -0.306364 -0.665781 0.3 -0.2 -0.1 0.622
C -2.340267 -1.171890 0.531645 0.0 -0.1 0.0 -1.331
C 2.979546 -0.315753 0.848328 -1.2 1.4 1.0 0.292
C 0.923242 -1.197044 1.916110 -2.1 1.2 1.4 0.414
C 1.386314 -2.514993 1.521411 0.5 -2.0 -0.3 -0.019
C 2.565961 -2.727752 0.883988 -0.8 -1.7 0.8 0.490
C -0.876075 1.694443 -1.666016 0.1 -0.1 -0.3 -0.733
C 1.143181 1.716204 -0.334835 0.3 -0.3 -0.1 -0.440
C -3.279143 0.100327 -1.387713 0.2 0.0 -0.1 -1.577
C 0.439397 2.429652 -1.481927 0.2 0.4 0.3 -0.778
C 1.731448 -0.054280 1.428852 3.9 -1.1 2.3 1.108
C -1.162222 0.953244 -0.350231 -0.7 0.2 -0.2 -0.430
H 1.610596 2.401214 0.384142 -0.1 -0.2 -0.2 0.339
H -1.350866 -0.900231 -1.352009 -0.2 0.0 0.1 0.235
H -3.087491 0.592889 -2.350489 -0.1 -0.1 0.3 0.378
H -1.458613 -1.620057 0.996277 -0.3 0.1 0.0 0.114
H -3.853999 0.787974 -0.749081 0.1 -0.1 -0.2 0.372
H -1.687811 2.379444 -1.958108 0.3 -0.4 0.2 0.367
H -0.762780 0.947001 -2.471266 -0.1 0.2 0.2 0.402
H -3.898608 -0.785651 -1.575451 0.1 0.2 0.0 0.420
H -3.004695 -1.975826 0.184803 0.2 0.1 0.2 0.437
H 1.051546 2.383495 -2.387135 -0.1 0.2 0.2 0.362
H 1.935091 1.064982 -0.719705 0.0 0.2 -0.1 0.241
H -1.806696 1.588504 0.290297 0.3 -0.2 -0.1 0.241
H 0.302091 3.475812 -1.194273 -0.2 -0.1 -0.3 0.250
H -2.879038 -0.585131 1.287189 0.1 -0.1 -0.1 0.320
H -0.012822 1.172487 1.301437 0.0 0.0 -0.4 0.378